The following is a quantum chemistry calculation of a 2-piece molecular cluster, C6H13N2OP overall in a non-equilibrium geometry, from OMol25.

Last column: Löwdin charge in e.
Atoms and positions in Å:
C  2.64005  -0.49116  -1.40639  -0.3262
C  -0.25956  0.98213  -2.81924  -0.1294
C  0.94322  -1.18503  1.68419  -0.1174
C  0.99062  0.96280  2.84549  -0.0911
C  -0.81585  -0.17507  -2.00398  -0.3244
C  -1.05615  0.25539  -0.57105  -0.2364
N  3.41749  -1.08482  -2.00407  -0.1211
N  0.62472  0.21952  1.66781  -0.3588
O  0.44218  2.44412  0.31975  -0.2781
P  0.47635  0.98861  0.19733  0.8693
H  -0.92662  1.84265  -2.78132  0.0800
H  0.70534  1.28210  -2.41013  0.0285
H  -0.12069  0.69136  -3.85758  0.0812
H  0.30091  -1.71049  2.39500  0.0966
H  0.79904  -1.59569  0.68750  0.0624
H  1.98515  -1.34577  1.97312  0.0982
H  0.75951  2.01310  2.67891  0.0776
H  0.40882  0.59464  3.69460  0.0985
H  2.05327  0.86178  3.08409  0.0984
H  -0.10097  -1.00014  -2.02250  0.0860
H  -1.75632  -0.52960  -2.43522  0.1132
H  -1.77202  1.08104  -0.53036  0.1038
H  -1.40615  -0.56535  0.05269  0.0891

Force components x, y, z for each atom (eV/Å):
-2.384 1.606 1.810
-0.163 -0.102 -0.011
-0.012 -0.604 -0.020
0.192 0.548 0.381
0.039 0.046 -0.316
0.717 -0.364 -0.560
0.980 -0.767 -0.763
0.328 0.412 -1.463
0.661 0.105 -0.559
-0.984 -0.952 1.473
-0.055 0.074 -0.042
0.137 0.063 -0.181
0.106 0.050 -0.030
-0.029 0.051 -0.027
0.069 -0.202 -0.007
-0.008 0.018 -0.118
0.051 -0.016 0.146
0.006 -0.029 -0.084
-0.030 -0.019 -0.064
-0.053 -0.050 -0.020
0.038 -0.038 0.091
0.232 0.103 0.191
0.163 0.066 0.172

Properties
F_max = 0.0661 hartree/bohr
LUMO level (alpha / beta) = -2.06 / -2.06 eV
Gap between HOMO and LUMO (alpha / beta) = 7.60 / 7.60 eV
Net charge = 0
HOMO level (alpha / beta) = -0.355 / -0.355 Eh
DFT total energy = -762.442707 hartree
Relative energy (zero: lowest compared OMol25 entry of this formula, charge and spin) = 50.9 kcal per mole